Entry from the Open Molecules 2025 dataset: 4 unconnected molecules or ions with the total composition C28H67N6O4S2 in a non-equilibrium geometry (ωB97M-V/def2-TZVPD).

Last column: Mulliken charge in e.
CARTESIAN COORDINATES (ANGSTROEM)
C1 0.007 -2.958 4.776  -0.895
C2 0.503 -2.535 3.344  -0.139
S1 0.519 -0.685 3.112  -0.104
C3 -1.118 -0.288 2.375  -1.081
C4 -1.027 0.233 0.864  0.732
C5 -1.326 -1.008 -0.054  0.259
C6 -0.135 -2.044 -0.039  -1.227
C7 -1.390 -0.434 -1.530  -0.916
O1 -0.161 0.214 -1.768  0.358
C8 0.505 -0.228 -2.965  -0.974
C9 2.029 -0.425 -2.600  0.426
C10 2.824 -0.757 -3.919  -1.479
C11 2.683 0.822 -1.906  0.566
C12 2.672 0.762 -0.325  -1.352
C13 2.128 2.212 -2.381  -1.257
N1 -2.567 0.472 -1.629  -0.057
C14 -2.979 0.948 -0.363  -0.255
N2 -4.248 1.124 -0.123  0.009
S2 -5.499 0.839 -1.287  -0.076
N3 -2.108 1.241 0.715  0.162
C15 -1.619 2.645 0.682  -0.493
C16 -1.407 3.246 -0.750  -0.860
H1 0.546 -3.879 5.103  0.365
H2 -1.075 -3.227 4.727  0.310
H3 0.115 -2.140 5.518  0.035
H4 1.550 -2.863 3.170  0.537
H5 -0.186 -2.973 2.594  -0.151
H6 -1.700 0.429 3.002  0.434
H7 -1.709 -1.232 2.340  0.353
H8 -0.008 0.646 0.691  -0.397
H9 -2.252 -1.554 0.229  0.725
H10 -0.469 -3.016 0.385  0.022
H11 0.755 -1.688 0.514  0.195
H12 0.178 -2.247 -1.088  0.285
H13 -1.599 -1.306 -2.183  0.429
H14 0.428 0.551 -3.754  0.149
H15 0.154 -1.206 -3.355  0.419
H16 2.109 -1.331 -1.951  0.084
H17 3.886 -0.985 -3.707  0.416
H18 2.299 -1.605 -4.417  0.411
H19 2.726 0.127 -4.589  0.206
H20 3.763 0.806 -2.193  0.888
H21 2.507 -0.262 0.068  0.219
H22 1.967 1.507 0.113  0.166
H23 3.691 1.065 0.021  0.416
H24 1.641 2.198 -3.377  0.194
H25 1.447 2.667 -1.622  0.114
H26 2.995 2.909 -2.453  0.389
H27 -2.341 1.226 -2.278  0.272
H28 -4.516 1.438 0.809  0.382
H29 -6.592 1.563 -0.838  0.223
H30 -2.405 3.266 1.181  0.318
H31 -0.679 2.780 1.261  0.448
H32 -0.652 2.691 -1.346  0.054
H33 -0.984 4.271 -0.601  0.434
H34 -2.361 3.399 -1.308  0.284
C17 -1.068 1.576 8.115  -1.561
C18 -0.076 1.069 7.072  0.790
C19 1.207 0.471 7.678  -0.597
O2 2.131 1.426 8.171  -0.435
C20 1.820 1.944 9.454  -0.665
N4 0.226 2.155 6.133  -0.702
H35 -0.782 2.541 8.532  0.303
H36 -2.053 1.708 7.662  0.376
H37 -1.174 0.865 8.937  0.348
H38 -0.574 0.267 6.517  0.089
H39 1.738 -0.060 6.881  0.208
H40 0.977 -0.275 8.449  0.466
H41 1.361 1.190 10.100  0.301
H42 1.168 2.816 9.366  0.231
H43 2.750 2.277 9.916  0.274
H44 0.800 1.784 5.380  0.245
H45 0.846 2.805 6.612  0.338
C21 -3.140 -8.335 -0.814  -1.405
C22 -1.958 -8.021 0.099  0.331
C23 -1.924 -6.560 0.587  -0.759
O3 -1.492 -5.618 -0.387  -0.311
C24 -2.488 -5.240 -1.321  -0.480
N5 -0.717 -8.395 -0.586  -0.734
H46 -2.993 -7.971 -1.831  0.289
H47 -3.283 -9.414 -0.884  0.347
H48 -4.065 -7.902 -0.425  0.342
H49 -2.061 -8.652 0.987  0.441
H50 -1.191 -6.495 1.397  0.336
H51 -2.888 -6.256 1.014  0.435
H52 -3.482 -5.198 -0.867  0.339
H53 -2.489 -5.921 -2.173  0.251
H54 -2.235 -4.246 -1.698  -0.009
H55 0.061 -8.291 0.061  0.273
H56 -0.536 -7.689 -1.296  0.325
C25 1.461 6.482 -7.487  -1.393
C26 2.426 6.365 -6.310  0.352
C27 3.286 5.088 -6.338  -0.783
O4 2.597 3.903 -5.963  -0.238
C28 1.795 3.338 -6.986  -0.722
N6 1.667 6.480 -5.060  -0.728
H57 0.578 5.853 -7.370  0.279
H58 1.106 7.510 -7.579  0.349
H59 1.951 6.215 -8.426  0.347
H60 3.113 7.215 -6.372  0.427
H61 4.084 5.204 -5.599  0.329
H62 3.777 4.955 -7.309  0.396
H63 2.244 3.464 -7.975  0.356
H64 0.792 3.769 -6.967  0.262
H65 1.696 2.269 -6.784  0.194
H66 2.320 6.514 -4.281  0.276
H67 1.173 5.601 -4.923  0.301

## Properties
E_HOMO (eV): -10.76
HOMO-LUMO gap (eV): 7.2
Strongest force on any atom (eV/A): 2.35
Charge: +1